Record 1
Density functional theory data (ωB97M-V with the def2-TZVPD basis set) for C2H3ClN3S as an isolated structure.

As for the maximum force: 5.2 eV Å⁻¹. For the energy relative to the best compared isomer or geometry (same formula, charge and spin), the calculation gives 224.83 kJ/mol. For the HOMO energy, the calculation gives -15.281 eV. The LUMO energy comes out at -6.534 eV. The total energy comes out at -1100.230191 hartree.

Geometry as ORCA input:
```
! RIJCOSX wB97M-V def2-TZVPD def2/J DEFGRID3
* xyz 1 1
C 0.238 1.322 -2.113
C 0.036 0.055 -0.036
N 0.525 -1.070 -2.109
N 0.749 -0.927 -3.326
N 0.263 0.224 -1.453
S 0.775 0.339 -4.258
Cl 0.190 2.876 -1.810
H 0.395 -0.923 0.169
H 0.514 0.858 0.469
H -0.988 0.209 0.441
*
```

=====

Record 2
Density functional theory data (ωB97M-V with the def2-TZVPD basis set) for a 2-piece molecular cluster, C2H3ClNO2S2 overall.

As for the maximum force: 3.8 eV Å⁻¹. For the energy relative to the best compared isomer or geometry (same formula, charge and spin), the calculation gives 282.50 kJ/mol. For the HOMO energy (spin up / spin down), the calculation gives -4.633 / -4.343 eV. The LUMO energy (spin up / spin down) comes out at 3.023 / 1.743 eV. The total energy comes out at -1539.748320 hartree.

Geometry as ORCA input:
```
! RIJCOSX wB97M-V def2-TZVPD def2/J DEFGRID3
* xyz -1 1
C 1.369 -0.915 -0.064
C -1.726 -0.449 0.438
N 0.623 0.075 0.070
O 0.281 1.878 -1.774
O 0.025 2.582 0.543
S 3.003 -0.916 -0.190
S 0.824 1.804 -0.395
Cl 0.634 -2.531 -0.057
H -1.876 -1.145 -0.398
H -1.627 -0.994 1.393
H -1.529 0.611 0.434
*
```

=====

Record 3
Density functional theory data (ωB97M-V with the def2-TZVPD basis set) for a 2-piece molecular cluster, C2H3ClNP overall.

As for the maximum force: 2.3 eV Å⁻¹. For the energy relative to the best compared isomer or geometry (same formula, charge and spin), the calculation gives 337.65 kJ/mol. For the HOMO energy (spin up / spin down), the calculation gives -9.551 / -9.555 eV. The LUMO energy (spin up / spin down) comes out at -3.641 / -3.640 eV. The total energy comes out at -934.141790 hartree.

Geometry as ORCA input:
```
! RIJCOSX wB97M-V def2-TZVPD def2/J DEFGRID3
* xyz 0 1
C -0.065 -0.650 0.160
C 0.767 0.527 -0.052
N -1.247 -1.086 0.103
P 1.764 -1.004 0.095
Cl 0.620 -2.020 -2.938
H 0.536 1.153 -0.933
H 0.575 1.112 0.805
H -1.217 -2.091 0.359
*
```

=====

Record 4
Density functional theory data (ωB97M-V with the def2-TZVPD basis set) for a 2-piece molecular cluster, C2H3ClO2 overall.

As for the maximum force: 3.8 eV Å⁻¹. For the energy relative to the best compared isomer or geometry (same formula, charge and spin), the calculation gives 134.92 kJ/mol. For the HOMO energy, the calculation gives -10.456 eV. The LUMO energy comes out at 0.693 eV. The total energy comes out at -688.632777 hartree.

Geometry as ORCA input:
```
! RIJCOSX wB97M-V def2-TZVPD def2/J DEFGRID3
* xyz 0 1
C -0.812 -0.234 0.372
C 2.116 0.747 -0.368
O -1.888 0.096 -0.433
O 3.008 0.192 0.063
Cl 0.574 -1.296 -0.481
H -1.116 -1.072 1.039
H -0.205 0.601 0.528
H -1.677 0.966 -0.720
*
```

=====

Record 5
Density functional theory data (ωB97M-V with the def2-TZVPD basis set) for C2H3ClO2 in the gas phase.

As for the maximum force: 1.6 eV Å⁻¹. For the energy relative to the best compared isomer or geometry (same formula, charge and spin), the calculation gives 47.63 kJ/mol. For the HOMO energy, the calculation gives -11.130 eV. As for the SMILES: O=COCCl. The LUMO energy comes out at 0.792 eV. The total energy comes out at -688.666025 hartree.

Geometry as ORCA input:
```
! RIJCOSX wB97M-V def2-TZVPD def2/J DEFGRID3
* xyz 0 1
O 1.567 1.367 0.463
C 1.211 0.640 -0.421
O 0.215 -0.266 -0.556
C -0.832 -0.612 0.335
Cl -2.291 0.350 -0.003
H 1.728 0.566 -1.400
H -1.060 -1.668 0.215
H -0.537 -0.377 1.367
*
```

=====

Record 6
Density functional theory data (ωB97M-V with the def2-TZVPD basis set) for a 2-piece molecular cluster, C2H3ClO2P overall.

As for the maximum force: 3.3 eV Å⁻¹. For the energy relative to the best compared isomer or geometry (same formula, charge and spin), the calculation gives 461.85 kJ/mol. For the HOMO energy, the calculation gives -3.118 eV. The LUMO energy comes out at 3.593 eV. The total energy comes out at -1030.014546 hartree.

Geometry as ORCA input:
```
! RIJCOSX wB97M-V def2-TZVPD def2/J DEFGRID3
* xyz -1 1
C 0.973 -2.742 0.620
C 0.309 0.898 -1.198
O 0.033 -3.382 0.892
O 2.087 -2.382 0.532
P -0.009 -0.569 -0.144
Cl -1.051 2.120 -0.847
H -0.082 0.378 -2.192
H -1.278 -0.628 0.183
H 0.289 0.022 1.181
*
```

=====

Record 7
Density functional theory data (ωB97M-V with the def2-TZVPD basis set) for a 2-piece molecular cluster, C2H3ClO2S overall.

As for the maximum force: 3.0 eV Å⁻¹. For the energy relative to the best compared isomer or geometry (same formula, charge and spin), the calculation gives 303.49 kJ/mol. For the HOMO energy (spin up / spin down), the calculation gives -8.332 / -7.798 eV. The LUMO energy (spin up / spin down) comes out at -0.425 / -1.558 eV. The total energy comes out at -1086.735120 hartree.

Geometry as ORCA input:
```
! RIJCOSX wB97M-V def2-TZVPD def2/J DEFGRID3
* xyz 0 1
C 0.304 1.205 0.279
C -1.406 -0.389 -0.223
O 0.013 2.263 0.709
O 0.040 0.064 -0.151
S 3.048 0.108 -0.397
Cl 2.756 -1.708 0.393
H -1.462 -1.226 0.566
H -1.419 -0.890 -1.155
H -1.874 0.572 -0.021
*
```

=====

Record 8
Density functional theory data (ωB97M-V with the def2-TZVPD basis set) for C2H3ClO2S in the gas phase.

As for the maximum force: 2.2 eV Å⁻¹. For the energy relative to the best compared isomer or geometry (same formula, charge and spin), the calculation gives 199.58 kJ/mol. For the HOMO energy, the calculation gives -10.517 eV. As for the SMILES: O=S1(=O)C[C@@H]1Cl. The LUMO energy comes out at 0.488 eV. The total energy comes out at -1086.774699 hartree.

Geometry as ORCA input:
```
! RIJCOSX wB97M-V def2-TZVPD def2/J DEFGRID3
* xyz 0 1
O 2.268 -1.354 0.853
S 1.893 -0.219 0.044
O 2.805 0.343 -0.958
C 0.165 -0.224 -0.435
C 0.606 0.847 0.621
Cl 0.522 2.595 0.117
H -0.593 -0.954 -0.073
H 0.074 0.001 -1.522
H 0.207 0.723 1.660
*
```

=====

Record 9
Density functional theory data (ωB97M-V with the def2-TZVPD basis set) for C2H3ClO2S in the gas phase.

As for the maximum force: 4.7 eV Å⁻¹. For the energy relative to the best compared isomer or geometry (same formula, charge and spin), the calculation gives 110.14 kJ/mol. For the HOMO energy, the calculation gives -9.142 eV. The LUMO energy comes out at 0.060 eV. The total energy comes out at -1086.808767 hartree.

Geometry as ORCA input:
```
! RIJCOSX wB97M-V def2-TZVPD def2/J DEFGRID3
* xyz 0 1
C -0.144 0.001 0.682
C -1.176 -0.471 -0.220
O -0.110 0.120 1.876
O 2.207 -0.470 -0.879
S 1.357 0.633 -0.615
Cl 2.378 1.981 0.591
H -1.426 0.325 -0.817
H -0.893 -1.292 -0.904
H -2.192 -0.826 0.287
*
```

=====

Record 10
Density functional theory data (ωB97M-V with the def2-TZVPD basis set) for C2H3ClO2S as an isolated structure.

As for the maximum force: 3.8 eV Å⁻¹. For the energy relative to the best compared isomer or geometry (same formula, charge and spin), the calculation gives 150.87 kJ/mol. For the HOMO energy, the calculation gives -8.891 eV. The LUMO energy comes out at -0.148 eV. The total energy comes out at -1086.793252 hartree.

Geometry as ORCA input:
```
! RIJCOSX wB97M-V def2-TZVPD def2/J DEFGRID3
* xyz 0 1
C 0.707 -0.298 0.784
C -0.116 -0.058 -1.410
O 1.881 -0.098 0.742
O -0.320 -0.374 -0.044
S -0.435 -0.423 2.792
Cl -1.544 1.180 2.385
H -1.138 0.154 -1.841
H 0.357 -0.732 -2.052
H 0.607 0.648 -1.356
*
```

=====

Record 11
Density functional theory data (ωB97M-V with the def2-TZVPD basis set) for a 2-piece molecular cluster, C2H3ClS overall.

As for the maximum force: 1.4 eV Å⁻¹. For the energy relative to the best compared isomer or geometry (same formula, charge and spin), the calculation gives 357.71 kJ/mol. For the HOMO energy (spin up / spin down), the calculation gives -8.274 / -8.630 eV. The LUMO energy (spin up / spin down) comes out at -0.572 / -0.765 eV. The total energy comes out at -936.220569 hartree.

Geometry as ORCA input:
```
! RIJCOSX wB97M-V def2-TZVPD def2/J DEFGRID3
* xyz 0 1
C -1.356 0.032 0.026
C 1.367 -0.014 -0.035
S -1.993 1.492 -0.063
Cl -1.966 -1.522 0.070
H 1.569 0.408 -1.031
H 0.814 0.593 0.641
H 1.564 -0.988 0.391
*
```

=====

Record 12
Density functional theory data (ωB97M-V with the def2-TZVPD basis set) for C2H3ClSi in the gas phase.

As for the maximum force: 3.2 eV Å⁻¹. For the energy relative to the best compared isomer or geometry (same formula, charge and spin), the calculation gives 36.09 kJ/mol. For the HOMO energy, the calculation gives -10.509 eV. As for the SMILES: C#C[SiH2]Cl. The LUMO energy comes out at 0.707 eV. The total energy comes out at -827.648790 hartree.

Geometry as ORCA input:
```
! RIJCOSX wB97M-V def2-TZVPD def2/J DEFGRID3
* xyz 0 1
C -1.428 -1.269 -0.041
C -0.510 -0.533 0.336
Si 0.693 0.828 0.069
Cl 2.522 0.087 0.065
H -2.235 -1.919 -0.220
H 0.623 1.235 -1.371
H 0.336 1.570 1.161
*
```

=====

Record 13
Density functional theory data (ωB97M-V with the def2-TZVPD basis set) for C2H3ClSi in the gas phase.

As for the maximum force: 4.6 eV Å⁻¹. For the energy relative to the best compared isomer or geometry (same formula, charge and spin), the calculation gives 142.23 kJ/mol. For the HOMO energy (spin up / spin down), the calculation gives -6.022 / -9.306 eV. The LUMO energy (spin up / spin down) comes out at 0.570 / -2.692 eV. The total energy comes out at -827.438598 hartree.

Geometry as ORCA input:
```
! RIJCOSX wB97M-V def2-TZVPD def2/J DEFGRID3
* xyz 0 3
C 0.939 0.078 -0.520
C -0.106 -0.871 -0.501
Si -0.266 0.511 0.845
Cl -0.899 -2.126 -1.432
H 1.634 0.560 -1.127
H -0.074 0.395 2.310
H -1.227 1.452 0.426
*
```

=====

Record 14
Density functional theory data (ωB97M-V with the def2-TZVPD basis set) for C2H3CoF3O3S as an isolated structure.

As for the maximum force: 9.1 eV Å⁻¹. For the energy relative to the best compared isomer or geometry (same formula, charge and spin), the calculation gives 0.00 kJ/mol. For the HOMO energy (spin up / spin down), the calculation gives -14.868 / -14.789 eV. The LUMO energy (spin up / spin down) comes out at -6.606 / -8.165 eV. The total energy comes out at -2383.775016 hartree.

Geometry as ORCA input:
```
! RIJCOSX wB97M-V def2-TZVPD def2/J DEFGRID3
* xyz 1 5
O -1.597 -0.239 -0.620
Co -1.662 0.969 -1.884
S 0.345 0.386 -0.215
O 1.794 0.710 0.103
O 0.157 1.209 -1.524
C 0.670 -1.494 -0.431
F 1.942 -1.813 -0.240
F -0.045 -2.188 0.449
F 0.355 -1.853 -1.672
C -0.398 0.988 1.309
H 0.301 1.706 1.748
H -1.335 1.505 1.019
H -0.526 0.113 1.958
*
```

=====

Record 15
Density functional theory data (ωB97M-V with the def2-TZVPD basis set) for C2H3CoFO3 as an isolated structure.

As for the maximum force: 6.6 eV Å⁻¹. For the HOMO energy (spin up / spin down), the calculation gives -27.534 / -27.449 eV. The LUMO energy (spin up / spin down) comes out at -16.896 / -21.443 eV. The total energy comes out at -1784.600705 hartree.

Geometry as ORCA input:
```
! RIJCOSX wB97M-V def2-TZVPD def2/J DEFGRID3
* xyz 3 5
H -0.590 -2.268 0.550
O 1.240 -1.445 0.246
C 0.035 -1.376 0.388
C -0.697 -0.057 0.103
F -1.476 0.234 1.160
H -1.375 -0.223 -0.749
O 0.479 0.980 0.205
Co 2.272 0.231 0.187
O -0.223 1.654 -0.794
H 0.335 2.269 -1.297
*
```

=====

Record 16
Density functional theory data (ωB97M-V with the def2-TZVPD basis set) for C2H3CrO2 as an isolated structure.

As for the maximum force: 3.9 eV Å⁻¹. For the energy relative to the best compared isomer or geometry (same formula, charge and spin), the calculation gives 77.05 kJ/mol. For the HOMO energy (spin up / spin down), the calculation gives -13.371 / -13.576 eV. The LUMO energy (spin up / spin down) comes out at -6.370 / -6.006 eV. The total energy comes out at -1272.580972 hartree.

Geometry as ORCA input:
```
! RIJCOSX wB97M-V def2-TZVPD def2/J DEFGRID3
* xyz 1 5
C 0.827 -0.186 0.358
C 1.734 -0.190 -0.565
O 2.420 -0.173 -1.531
H 1.018 -0.333 1.419
Cr -0.907 -1.292 -0.497
O -1.700 0.494 -0.042
H -0.873 1.107 0.396
H -2.520 0.573 0.461
*
```

=====

Record 17
Density functional theory data (ωB97M-V with the def2-TZVPD basis set) for C2H3CuFLi2O as an isolated structure.

As for the maximum force: 1.8 eV Å⁻¹. For the energy relative to the best compared isomer or geometry (same formula, charge and spin), the calculation gives 0.00 kJ/mol. For the HOMO energy, the calculation gives -10.898 eV. The LUMO energy comes out at -5.189 eV. The total energy comes out at -1908.472890 hartree.

Geometry as ORCA input:
```
! RIJCOSX wB97M-V def2-TZVPD def2/J DEFGRID3
* xyz 1 1
O 0.186 -0.082 -0.163
C 0.389 -1.125 0.622
C 1.303 -2.094 0.380
Li 0.134 -1.049 -1.947
Li -0.611 2.120 -0.042
F -1.574 3.572 -0.134
H -0.276 -1.221 1.495
H 2.040 -1.998 -0.426
H 1.369 -2.966 1.031
Cu -2.961 4.842 -0.817
*
```

=====

Record 18
Density functional theory data (ωB97M-V with the def2-TZVPD basis set) for C2H3CuLiO2 as an isolated structure.

As for the maximum force: 3.1 eV Å⁻¹. For the energy relative to the best compared isomer or geometry (same formula, charge and spin), the calculation gives 249.21 kJ/mol. For the HOMO energy (spin up / spin down), the calculation gives -5.031 / -7.891 eV. The LUMO energy (spin up / spin down) comes out at -1.059 / -1.035 eV. The total energy comes out at -1876.248289 hartree.

Geometry as ORCA input:
```
! RIJCOSX wB97M-V def2-TZVPD def2/J DEFGRID3
* xyz 0 2
O -1.734 0.369 -0.037
C -0.512 0.417 0.277
C 0.232 -0.888 0.144
O 1.547 -0.714 -0.127
H -0.325 -1.508 -0.608
H -0.005 -1.413 1.107
Cu 2.248 1.201 -0.393
Li -3.168 -1.020 -0.037
H -2.602 1.178 0.138
*
```

=====

Record 19
Density functional theory data (ωB97M-V with the def2-TZVPD basis set) for C2H3CuO3 as an isolated structure.

As for the maximum force: 1.2 eV Å⁻¹. For the energy relative to the best compared isomer or geometry (same formula, charge and spin), the calculation gives 0.00 kJ/mol. For the HOMO energy (spin up / spin down), the calculation gives -16.129 / -15.266 eV. The LUMO energy (spin up / spin down) comes out at -7.055 / -7.250 eV. The total energy comes out at -1943.841999 hartree.

Geometry as ORCA input:
```
! RIJCOSX wB97M-V def2-TZVPD def2/J DEFGRID3
* xyz 1 2
H 3.036 1.108 0.142
O -0.025 -1.672 -0.019
C -1.223 -1.542 0.103
C -1.762 -0.097 0.008
O -0.932 0.773 -0.151
O 2.074 1.269 0.116
Cu 0.949 0.043 -0.360
H -1.911 -2.393 0.216
H -2.843 0.108 0.022
*
```

=====

Record 20
Density functional theory data (ωB97M-V with the def2-TZVPD basis set) for C2H3ErFO as an isolated structure.

As for the maximum force: 7.6 eV Å⁻¹. For the HOMO energy (spin up / spin down), the calculation gives -24.524 / -22.234 eV. The LUMO energy (spin up / spin down) comes out at -16.183 / -17.601 eV. The total energy comes out at -1266.440124 hartree.

Geometry as ORCA input:
```
! RIJCOSX wB97M-V def2-TZVPD def2/J DEFGRID3
* xyz 3 4
H -0.118 -1.425 0.029
O 0.877 -0.600 0.270
C -0.013 0.360 -0.031
C -1.412 0.350 -0.466
Er 3.224 -0.649 0.419
H -0.023 1.037 0.853
H -0.419 -0.392 -1.165
F -2.116 1.319 0.090
*
```